One molecule with the formula C2HN3O2 at a distorted geometry. Source: the OMol25 dataset; level of theory: wB97M-V/def2-TZVPD.

Atoms and positions in Å:
C1 0.06 1.16 -0.14
C2 0.14 -0.93 0.67
H1 0.45 -1.45 1.71
N1 -0.22 0.64 -1.48
N2 -0.44 -0.65 -1.57
N3 -0.30 -1.49 -0.44
O1 0.01 2.37 0.22
O2 0.30 0.34 1.02

Output
Net charge: 0
Electronic energy (a.u.): -391.43636
SMILES string: O=c1nnnco1

Atom charges from the natural (NBO) analysis, given in e for atoms 1 to 2: 0.76, 0.43

One molecule with the formula C2HN5 at a distorted geometry. Source: the OMol25 dataset; level of theory: wB97M-V/def2-TZVPD.

Atoms and positions in Å:
C1 1.72 -0.16 -0.02
C2 0.29 -0.30 -0.09
H1 -0.36 1.83 0.09
N1 2.88 -0.27 0.06
N2 -0.47 -1.34 -0.06
N3 -1.76 -0.93 0.06
N4 -1.78 0.37 0.04
N5 -0.54 0.80 -0.07

Output
Net charge: 0
Electronic energy (a.u.): -350.52834
SMILES string: N#Cc1nnn[nH]1

Atom charges from the natural (NBO) analysis, given in e for atoms 1 to 2: 0.22, 0.19

One molecule with the formula C2HN5O at a distorted geometry. Source: the OMol25 dataset; level of theory: wB97M-V/def2-TZVPD.

Atoms and positions in Å:
C1 -1.40 0.03 0.05
C2 0.77 -0.99 -0.15
H1 1.19 -2.05 -0.58
N1 -0.41 -0.81 -0.46
N2 1.63 -0.22 0.60
N3 1.28 1.04 0.44
N4 0.32 1.70 -0.20
N5 -0.92 1.37 -0.35
O1 -2.46 -0.06 0.65

Output
Net charge: 0
Electronic energy (a.u.): -425.62420
SMILES string: O=c1ncnnnn1

Atom charges from the natural (NBO) analysis, given in e for atoms 1 to 2: 0.73, 0.26

C2HNO as an isolated structure at a distorted geometry. Source: the OMol25 dataset; level of theory: wB97M-V/def2-TZVPD.

Atoms and positions in Å:
O1 -1.29 -1.12 -0.77
C1 -0.86 -0.12 -0.35
C2 0.94 0.15 0.38
N1 2.03 0.20 0.80
H1 -0.81 0.90 -0.07

Output
Net charge: 0
Electronic energy (a.u.): -206.68674

Atom charges from the natural (NBO) analysis, given in e for atoms 1 to 2: -0.38, 0.55

| no. | HOMO-LUMO gap (Eh) | highest occupied orbital energy (eV) | lowest unoccupied orbital energy (hartree) |
| --- | --- | --- | --- |
| 1 | 0.3409 | -11.116 | -0.06765 |
| 2 | 0.4174 | -11.571 | -0.00783 |
| 3 | 0.2800 | -10.245 | -0.09646 |
| 4 | 0.3826 | -11.334 | -0.03388 |